Record 1
198
Properties=species:S:1:pos:R:3 method="wB97M-V/def2-TZVPD" de_lowest_kcal_mol=0.0 orbital_gap_ha=0.2932 total_energy_ha=-3735.01908 lumo_energy_ha=0.00183 molar_mass_g_mol=1128.60 homo_ev=-7.9293
C -8.423 -1.938 -4.087
C -7.948 -1.829 -2.632
C -8.960 -1.084 -1.738
C -7.714 -3.197 -2.003
C -6.525 -4.022 -2.500
C -5.240 -3.222 -2.309
C -5.278 -1.828 -3.033
C -4.189 -1.031 -2.303
C -5.079 -1.987 -4.506
N -6.633 -1.179 -2.706
O -6.712 0.187 -3.137
H -8.344 -1.059 -4.730
H -7.846 -2.701 -4.610
H -9.507 -2.083 -4.123
H -9.102 -0.018 -1.935
H -9.967 -1.468 -1.903
H -8.631 -1.099 -0.698
H -7.591 -3.088 -0.925
H -8.657 -3.717 -2.198
H -6.594 -4.870 -1.814
H -6.646 -4.409 -3.512
H -4.540 -3.920 -2.774
H -5.017 -3.170 -1.244
H -3.256 -1.587 -2.220
H -4.510 -0.795 -1.289
H -4.128 -0.108 -2.886
H -5.492 -1.192 -5.129
H -5.599 -2.861 -4.900
H -3.995 -2.029 -4.626
H -6.915 0.474 -2.241
C 3.098 -5.860 2.583
C 1.631 -6.237 2.194
C 1.553 -6.578 0.663
C 1.330 -7.566 2.928
C -0.163 -7.887 3.000
C -0.944 -6.728 3.519
C -0.709 -5.345 2.867
C -1.601 -5.372 1.625
C -1.293 -4.272 3.851
N 0.738 -5.155 2.702
O 1.087 -3.876 2.267
H 3.508 -4.952 2.144
H 3.054 -5.731 3.667
H 3.806 -6.669 2.405
H 0.543 -6.898 0.396
H 1.814 -5.696 0.081
H 2.072 -7.488 0.358
H 1.658 -8.398 2.303
H 1.826 -7.591 3.899
H -0.512 -8.108 1.983
H -0.473 -8.814 3.487
H -0.455 -6.593 4.492
H -1.991 -7.019 3.600
H -2.678 -5.260 1.734
H -1.417 -6.192 0.927
H -1.289 -4.548 0.971
H -1.235 -4.440 4.928
H -2.380 -4.168 3.779
H -0.966 -3.266 3.586
H 1.273 -3.438 3.104
C 0.134 1.459 -2.039
C 0.729 0.481 -1.042
C 0.756 1.107 0.437
C -0.198 -0.728 -0.908
C 0.559 -2.015 -0.353
C 1.924 -2.214 -1.072
C 2.844 -0.991 -1.198
C 3.632 -0.826 0.118
C 3.794 -1.268 -2.400
N 2.110 0.251 -1.514
O 2.972 1.367 -1.526
H 0.286 1.069 -3.048
H -0.918 1.728 -1.925
H 0.656 2.412 -2.161
H -0.276 1.145 0.793
H 1.395 0.623 1.173
H 0.970 2.174 0.355
H -1.041 -0.594 -0.233
H -0.632 -0.979 -1.880
H 0.659 -1.821 0.717
H 0.042 -2.970 -0.432
H 1.627 -2.711 -1.996
H 2.411 -2.945 -0.424
H 3.459 0.089 0.689
H 4.658 -1.168 0.246
H 3.151 -1.500 0.839
H 4.541 -2.028 -2.170
H 4.423 -0.380 -2.528
H 3.325 -1.273 -3.383
H 3.244 1.401 -0.596
C 0.604 5.617 -2.290
O 1.803 6.065 -1.641
C 2.381 5.195 -0.709
C 1.472 4.922 0.493
C 0.756 6.098 1.144
N 2.262 4.151 1.475
H -0.287 5.721 -1.667
H 0.663 4.587 -2.648
H 0.386 6.208 -3.179
H 2.649 4.291 -1.268
H 3.337 5.613 -0.382
H 0.657 4.232 0.257
H 0.554 5.857 2.184
H -0.048 6.214 0.416
H 1.408 6.974 1.095
H 1.872 4.225 2.404
H 3.258 4.306 1.476
C -5.188 3.166 -4.113
O -3.866 3.660 -4.305
C -2.775 2.755 -4.285
C -2.636 1.859 -5.549
C -1.301 1.042 -5.478
N -2.424 2.593 -6.836
H -5.423 2.255 -4.661
H -5.785 4.021 -4.433
H -5.361 3.123 -3.034
H -1.815 3.258 -4.170
H -2.885 2.089 -3.425
H -3.441 1.127 -5.594
H -0.488 1.620 -5.037
H -0.925 0.712 -6.447
H -1.501 0.113 -4.942
H -2.944 3.464 -6.846
H -1.451 2.857 -6.918
C -1.913 4.679 3.276
O -2.708 3.983 2.310
C -2.401 4.189 0.902
C -3.364 3.336 0.057
C -3.342 1.813 0.360
N -2.961 3.475 -1.308
H -2.025 5.740 3.044
H -0.869 4.363 3.208
H -2.243 4.408 4.277
H -2.500 5.235 0.596
H -1.374 3.897 0.664
H -4.324 3.799 0.313
H -3.809 1.766 1.346
H -2.345 1.383 0.411
H -3.999 1.376 -0.390
H -2.887 4.467 -1.519
H -3.644 3.155 -1.980
C -1.444 1.235 8.473
O -1.013 0.667 7.261
C 0.065 1.234 6.554
C -0.455 1.517 5.102
C -0.779 0.324 4.205
N 0.629 2.260 4.452
H -2.290 0.656 8.841
H -1.593 2.308 8.342
H -0.750 1.105 9.312
H 0.266 2.214 6.997
H 0.937 0.582 6.646
H -1.290 2.218 5.166
H 0.006 -0.363 4.533
H -0.678 0.481 3.133
H -1.781 -0.055 4.408
H 0.453 2.174 3.458
H 1.536 1.830 4.618
N 8.123 -1.047 0.866
C 7.500 -0.132 0.103
N 7.828 -0.181 -1.204
O 6.553 0.540 0.509
H 8.718 -1.748 0.468
H 7.761 -1.045 1.809
H 8.721 -0.477 -1.550
H 7.034 0.036 -1.791
N 4.427 2.482 2.841
C 3.818 2.181 4.028
N 4.321 3.017 4.938
O 3.282 1.097 4.339
H 4.484 1.825 2.079
H 4.969 3.319 2.896
H 4.759 3.898 4.748
H 4.147 2.810 5.909
N 5.763 2.973 -0.435
C 5.931 3.033 -1.784
N 5.837 4.345 -2.151
O 6.098 2.108 -2.572
H 6.020 2.062 -0.047
H 5.877 3.901 -0.082
H 6.140 4.625 -3.071
H 5.414 5.062 -1.594
N 4.208 1.421 -4.857
C 4.440 0.625 -5.896
N 3.360 0.237 -6.614
O 5.578 0.202 -6.165
H 3.309 1.754 -4.564
H 5.088 1.530 -4.367
H 2.639 0.910 -6.818
H 3.553 -0.427 -7.346
N 5.256 -1.047 5.512
C 5.744 -1.656 4.428
N 5.031 -1.290 3.352
O 6.717 -2.382 4.386
H 5.707 -1.225 6.393
H 4.408 -0.510 5.440
H 5.463 -1.551 2.481
H 4.263 -0.640 3.353



Record 2
195
Properties=species:S:1:pos:R:3 method="wB97M-V/def2-TZVPD" de_lowest_kcal_mol=0.0 orbital_gap_ha=0.3392 total_energy_ha=-3618.73492 lumo_energy_ha=0.02588 molar_mass_g_mol=1083.54 homo_ev=-8.5259
C -0.840 1.128 -7.372
O 0.011 2.080 -6.757
C 1.187 2.284 -7.519
C 2.202 3.158 -6.795
N 1.935 4.591 -6.991
C 0.881 5.079 -6.125
C 0.597 6.543 -6.392
O 1.800 7.250 -6.145
C 1.611 8.646 -6.202
H -1.043 1.393 -8.417
H -1.799 1.131 -6.856
H -0.381 0.134 -7.330
H 0.972 2.777 -8.475
H 1.672 1.321 -7.732
H 3.109 2.965 -7.374
H 2.372 2.969 -5.729
H 2.751 5.147 -6.760
H 1.070 4.937 -5.045
H -0.027 4.498 -6.308
H -0.252 6.900 -5.803
H 0.401 6.639 -7.470
H 2.562 9.168 -6.169
H 0.931 8.979 -5.411
H 1.138 8.894 -7.166
C -4.830 -0.487 2.837
O -3.865 -1.244 2.110
C -2.758 -1.605 2.874
C -2.156 -2.887 2.339
N -1.947 -2.881 0.909
C -1.894 -4.229 0.358
C -1.649 -4.197 -1.144
O -2.761 -4.375 -1.991
C -3.896 -3.605 -1.730
H -4.402 0.425 3.257
H -5.215 -1.120 3.642
H -5.599 -0.280 2.099
H -3.055 -1.834 3.909
H -1.970 -0.838 2.867
H -2.822 -3.733 2.620
H -1.263 -3.174 2.915
H -2.581 -2.260 0.433
H -2.879 -4.699 0.509
H -1.103 -4.786 0.855
H -0.875 -4.897 -1.456
H -1.215 -3.207 -1.372
H -4.437 -3.401 -2.654
H -3.673 -2.622 -1.298
H -4.582 -4.122 -1.047
C -0.401 1.624 -3.455
O -0.251 1.899 -2.088
C 0.508 0.958 -1.385
C 0.489 1.402 0.062
N 1.357 0.591 0.911
C 0.902 -0.728 1.272
C 1.722 -1.381 2.348
O 1.341 -0.820 3.611
C 1.795 -1.587 4.674
H -0.805 2.484 -3.986
H -1.038 0.765 -3.695
H 0.571 1.390 -3.897
H 1.562 0.905 -1.686
H 0.138 -0.082 -1.359
H -0.536 1.383 0.468
H 0.852 2.423 0.154
H 1.482 1.159 1.743
H 0.877 -1.403 0.402
H -0.173 -0.753 1.535
H 2.792 -1.210 2.200
H 1.477 -2.448 2.408
H 1.539 -1.106 5.616
H 2.890 -1.715 4.680
H 1.402 -2.616 4.638
C -3.636 -0.788 -3.785
O -3.852 -1.397 -5.008
C -5.142 -1.157 -5.562
C -5.096 -1.408 -7.070
N -5.341 -2.805 -7.357
C -6.767 -3.085 -7.625
C -6.975 -4.579 -7.528
O -6.229 -5.177 -8.577
C -5.699 -6.439 -8.243
H -3.019 0.110 -3.749
H -3.088 -1.521 -3.175
H -4.507 -0.619 -3.138
H -5.480 -0.139 -5.338
H -5.855 -1.874 -5.133
H -4.079 -1.160 -7.382
H -5.782 -0.692 -7.545
H -4.850 -3.123 -8.181
H -6.979 -2.815 -8.666
H -7.409 -2.633 -6.871
H -8.034 -4.849 -7.625
H -6.615 -4.922 -6.552
H -5.217 -6.852 -9.128
H -6.462 -7.136 -7.886
H -4.908 -6.340 -7.487
C 3.950 -0.512 8.009
O 2.708 -0.615 8.670
C 2.210 -1.948 8.793
C 2.471 -2.553 10.152
N 3.761 -3.286 10.202
C 4.036 -3.724 11.575
C 5.335 -4.528 11.613
O 6.463 -3.764 11.255
C 6.866 -2.834 12.237
H 3.906 -1.010 7.036
H 4.761 -0.965 8.592
H 4.160 0.551 7.914
H 2.698 -2.578 8.037
H 1.151 -1.879 8.557
H 1.688 -3.309 10.305
H 2.398 -1.833 10.976
H 4.433 -2.530 10.063
H 3.207 -4.353 11.912
H 4.118 -2.873 12.268
H 5.204 -5.363 10.928
H 5.458 -4.901 12.641
H 7.114 -1.882 11.766
H 7.778 -3.217 12.713
H 6.144 -2.648 13.034
C -0.195 -2.174 -4.248
O 1.141 -2.132 -4.674
C 1.640 -0.832 -4.883
C 2.935 -0.904 -5.661
N 3.681 0.331 -5.464
C 4.994 0.291 -6.101
C 4.990 0.055 -7.596
O 4.107 0.992 -8.166
C 4.081 1.025 -9.574
H -0.896 -1.587 -4.856
H -0.353 -1.943 -3.188
H -0.523 -3.202 -4.423
H 1.784 -0.346 -3.906
H 0.949 -0.177 -5.430
H 2.559 -0.952 -6.698
H 3.575 -1.752 -5.430
H 3.212 1.118 -5.894
H 5.548 -0.475 -5.549
H 5.555 1.213 -5.930
H 4.725 -0.984 -7.826
H 6.018 0.257 -7.934
H 5.099 1.135 -9.961
H 3.483 1.878 -9.894
H 3.595 0.131 -9.983
C -3.802 -3.978 7.503
O -3.582 -2.764 6.795
C -2.227 -2.557 6.516
C -1.867 -1.063 6.551
N -2.514 -0.421 7.661
C -2.105 0.971 7.829
C -2.359 1.850 6.620
O -3.743 2.092 6.542
C -4.090 2.929 5.454
H -3.353 -3.851 8.492
H -3.271 -4.805 7.015
H -4.862 -4.198 7.489
H -1.917 -2.985 5.553
H -1.614 -3.043 7.293
H -2.105 -0.719 5.532
H -0.797 -1.014 6.739
H -3.523 -0.399 7.571
H -1.076 1.089 8.181
H -2.692 1.399 8.650
H -2.051 1.325 5.710
H -1.779 2.778 6.710
H -3.599 3.897 5.529
H -5.181 3.010 5.509
H -3.968 2.404 4.497
C -0.449 2.281 3.771
O 0.393 2.820 2.801
C 0.757 4.173 2.924
C 1.640 4.486 1.726
N 2.483 5.682 1.970
C 3.554 5.775 0.956
C 3.159 6.379 -0.366
O 2.076 5.682 -0.974
C 2.452 4.532 -1.671
H -0.061 2.329 4.799
H -0.576 1.214 3.581
H -1.434 2.769 3.732
H 1.365 4.309 3.833
H -0.128 4.812 3.038
H 0.996 4.695 0.865
H 2.221 3.589 1.514
H 1.860 6.449 1.725
H 4.032 4.804 0.796
H 4.360 6.346 1.431
H 4.020 6.419 -1.047
H 2.806 7.409 -0.265
H 1.582 4.058 -2.120
H 2.946 3.794 -1.016
H 3.203 4.701 -2.460
O 3.730 -0.523 -1.229
H 3.519 -1.410 -1.535
H 2.938 -0.228 -0.758